DFT (ωB97M-V with the def2-TZVPD basis set) results for C40H50N2O4P2RuSeSi2 as an isolated structure at a distorted geometry.

```
102
Properties=species:S:1:pos:R:3:lowdin_spin:R:1
Ru -1.360 0.061 0.340 2.33
Se -1.909 -2.547 2.484 0.01
P -0.618 2.464 -0.129 0.19
P -1.847 -0.043 -2.068 0.05
Si -0.764 2.325 3.007 0.02
Si -1.857 -3.192 -0.763 0.19
O -2.316 -3.292 0.970 0.04
O -1.112 -1.147 2.036 0.07
O -3.360 -2.206 3.228 0.01
O -0.719 -3.426 3.133 0.01
N -1.908 -1.340 -1.032 0.10
N -1.015 1.836 1.343 0.13
C -1.286 -0.572 -4.781 0.00
C -1.697 3.953 -0.321 0.02
C 4.068 -3.629 3.972 0.00
C 3.357 -4.603 3.242 0.00
C -2.843 6.456 0.387 0.01
C -2.210 1.675 3.853 0.00
C -5.701 1.893 -3.883 0.00
C 2.946 4.465 -0.491 0.04
C -1.734 6.383 -0.414 0.00
C -0.581 4.217 3.076 0.00
C 0.882 1.640 3.763 0.01
C -3.459 0.542 -2.730 0.01
C -4.307 -0.080 -3.668 0.00
C 2.026 1.896 -0.143 0.14
C -4.901 2.522 -2.962 0.00
C 5.232 -2.995 3.583 0.00
C 4.838 -4.117 1.357 0.00
C 0.681 -0.314 -3.341 0.00
C -0.763 -0.414 -3.489 0.01
C -3.552 5.269 0.658 0.00
C 3.732 -4.801 1.867 0.00
C 3.881 3.434 -0.548 0.19
C -1.205 5.153 -0.862 0.01
C -3.834 1.867 -2.354 0.00
C -0.942 -3.662 -2.510 0.42
C 3.416 2.130 -0.354 0.02
C 5.976 -1.946 4.336 0.00
C 1.073 2.949 -0.083 0.18
C 0.903 -0.155 -5.742 0.00
C -0.177 -3.935 -0.309 0.22
C 5.565 -3.267 2.222 0.00
C -2.856 4.070 0.523 0.02
C -5.362 0.604 -4.321 0.00
C 1.497 -0.204 -4.483 0.00
C 1.614 4.269 -0.180 0.12
C -1.049 1.177 -1.192 0.25
C 5.095 -4.188 -0.111 0.00
C -3.423 -4.121 -1.237 0.02
C 2.038 -5.069 3.748 0.00
C -0.363 -0.615 -5.875 0.00
H 5.484 -0.942 4.312 0.00
H 3.276 5.424 -0.745 0.00
H -1.451 -2.917 -3.192 0.03
H 1.254 -4.571 3.214 0.00
H -3.466 2.204 -1.415 0.00
H -3.606 -5.068 -0.757 0.00
H -3.080 2.222 3.310 0.00
H 1.498 0.188 -6.582 0.00
H -0.278 -4.053 0.797 0.03
H 2.565 -0.034 -4.484 0.00
H -6.658 2.230 -4.341 0.00
H 0.830 0.605 4.234 0.00
H 1.656 1.465 3.046 0.00
H 5.976 -2.207 5.426 0.00
H -1.258 -4.628 -2.860 0.02
H 5.754 -3.327 -0.450 0.00
H 4.126 -4.185 -0.659 0.00
H 1.033 5.213 -0.151 0.01
H -1.133 4.592 4.013 0.00
H 1.882 -4.737 4.786 0.00
H -1.314 7.315 -0.862 0.00
H 4.139 1.268 -0.392 0.00
H -0.784 -0.986 -6.822 0.00
H 7.032 -1.798 3.996 0.00
H 0.131 -3.451 -2.539 0.01
H -4.203 -3.393 -0.938 0.00
H 4.927 3.530 -0.811 0.02
H -3.313 3.168 1.003 0.00
H -3.560 -4.190 -2.336 0.00
H 6.357 -2.590 1.846 0.00
H -2.302 0.561 3.787 0.00
H -0.048 -4.905 -0.820 0.00
H 1.940 -6.162 3.637 0.00
H -5.860 0.143 -5.188 0.00
H -1.027 4.777 2.202 0.00
H 1.221 2.421 4.469 0.00
H -2.369 -0.540 -4.984 0.00
H -2.156 1.918 4.914 0.00
H 1.713 0.904 0.109 0.01
H -0.384 5.198 -1.608 0.00
H 3.152 -5.450 1.202 0.00
H 1.194 -0.358 -2.364 0.00
H -4.170 -1.144 -3.892 0.00
H 0.544 4.453 3.051 0.00
H 0.603 -3.248 -0.558 0.00
H 5.624 -5.111 -0.368 0.00
H -5.155 3.602 -2.721 0.00
H 3.721 -3.421 4.973 0.00
H -4.585 5.267 0.961 0.00
H -3.266 7.372 0.798 0.00
```

Properties
* total charge: -1
* 2S+1: 6
* LUMO energy (spin up / spin down): 2.2 / -0.1 eV
* <S²>: 8.789

***

DFT (ωB97M-V with the def2-TZVPD basis set) results for C40H50N7O7PSSn as an isolated structure at a distorted geometry.

```
107
Properties=species:S:1:pos:R:3:lowdin_charge:R:1
Sn -0.467 -0.327 1.086 1.15
S 1.323 -2.057 0.443 0.53
P 1.264 0.568 -2.017 0.81
O 1.531 -0.473 -3.223 -0.34
O -1.456 1.843 -0.170 -0.10
O -2.304 0.721 1.589 -0.28
O -1.738 -1.492 -0.286 -0.20
O 2.712 1.340 -1.908 -0.32
O -2.382 4.525 0.089 0.07
O 0.375 1.656 -2.796 -0.32
N 2.528 0.283 3.472 0.12
N 1.368 -4.401 -0.723 -0.14
N -3.205 -1.171 5.090 0.09
N -1.522 -1.398 3.666 0.05
N 2.250 2.793 2.426 0.13
N -0.802 -3.618 -0.536 0.11
N 3.406 2.446 2.940 0.07
C 4.859 0.731 3.802 -0.01
C -4.393 -4.687 -2.538 -0.09
C -4.461 2.118 1.841 -0.01
C -2.156 -0.401 5.544 -0.12
C -3.363 2.652 1.115 -0.07
C -3.618 -2.665 3.083 -0.01
C -2.308 1.758 0.757 -0.56
C -0.418 2.735 -2.306 -0.28
C -4.186 4.869 1.694 -0.01
C -3.217 -4.445 -1.841 -0.02
C 2.839 -4.301 -0.628 -0.26
C 1.166 4.482 1.092 0.00
C -4.165 -2.350 -1.079 -0.03
C 3.526 1.166 3.383 -0.33
C 3.463 -3.462 -1.696 -0.10
C 1.283 5.531 0.186 -0.09
C -3.332 4.053 0.951 -0.23
C 3.556 5.879 0.907 -0.08
C -5.411 -3.738 -2.584 -0.09
C -1.153 -0.526 4.665 -0.17
C 0.686 -5.380 -2.824 -0.08
C -5.163 4.289 2.531 -0.08
C 4.683 2.366 -2.622 -0.09
C -2.801 -1.721 3.887 -0.38
C 0.512 -3.387 -0.368 -0.64
C -5.342 -2.616 -1.777 -0.08
C 5.067 -0.500 4.370 -0.07
C 3.917 -1.302 4.593 -0.05
C -3.077 -3.228 -1.141 -0.14
C 0.011 3.942 -3.182 -0.07
C -5.307 2.915 2.575 -0.10
C -1.792 -2.742 -0.574 -0.42
C 3.735 1.212 -2.906 -0.30
C 2.293 4.040 1.855 -0.28
C 0.478 -1.084 -4.060 -0.26
C 1.057 -1.580 -5.358 -0.08
C 3.435 4.835 1.790 -0.05
C 0.806 -5.620 -1.329 -0.20
C 2.674 -0.859 4.143 -0.14
C 2.461 6.274 0.097 -0.07
H 4.025 -2.253 5.057 0.09
H 5.514 2.352 -3.384 0.08
H 3.638 -2.472 -1.283 0.05
H 0.439 -6.298 -3.383 0.08
H -0.364 -0.380 -4.205 0.11
H 2.557 7.157 -0.503 0.09
H 0.128 3.665 -4.248 0.07
H -4.163 5.933 1.518 0.11
H -2.434 5.471 0.040 0.10
H -6.146 -1.859 -1.619 0.12
H 1.555 -2.587 -5.211 0.09
H -0.175 -5.759 -0.873 0.10
H 1.826 -0.901 -5.714 0.07
H -6.092 2.452 3.190 0.11
H 3.279 1.309 -3.877 0.10
H 0.981 4.347 -2.830 0.07
H -0.689 4.792 -3.139 0.06
H 6.061 -0.864 4.652 0.11
H -4.629 1.047 1.752 0.12
H 4.313 4.480 2.343 0.11
H 1.645 -5.019 -3.261 0.07
H 4.426 -3.889 -2.024 0.08
H -3.029 -3.641 2.983 0.11
H -2.147 0.115 6.483 0.10
H 5.219 2.259 -1.654 0.08
H 1.469 -6.452 -1.134 0.11
H -0.013 -4.596 -3.070 0.05
H -5.796 4.907 3.157 0.10
H 0.084 -1.912 -3.411 0.11
H 2.821 -3.293 -2.553 0.06
H 3.087 -4.003 0.385 0.09
H 0.287 -1.719 -6.112 0.07
H 3.133 -5.350 -0.764 0.11
H -4.166 -1.204 5.456 0.16
H -3.835 -2.261 2.062 0.08
H 4.254 0.232 -2.803 0.12
H -4.575 -2.910 3.563 0.07
H 4.177 3.327 -2.667 0.07
H -4.443 -5.598 -3.162 0.11
H 1.750 -1.421 4.260 0.10
H 4.543 6.368 0.767 0.11
H -6.300 -3.943 -3.171 0.10
H 0.198 3.952 1.205 0.11
H -0.157 2.975 -1.264 0.08
H -2.447 -5.225 -1.726 0.11
H -0.193 -0.027 4.668 0.09
H -1.445 2.451 -2.423 0.10
H 5.687 1.416 3.608 0.10
H 0.413 5.779 -0.426 0.10
H -3.999 -1.445 -0.446 0.12
```

Properties
* 2S+1: 1
* LUMO energy: -0.9 eV